Entry 1:
C23H15O6S2 | ωB97M-V with the def2-TZVPD basis set

HOMO-LUMO gap: 7.346 eV
HOMO energy: -4.7 eV
DFT total energy: -2133.186509 a.u.
Charge: -1

```
46
Properties=species:S:1:pos:R:3:nbo_charge:R:1
H 1.46 1.81 4.79 0.2338
O -2.91 2.00 1.13 -0.9367
H 6.39 -0.93 -2.68 0.2018
C -3.23 -2.09 -1.39 -0.2344
C 3.41 -2.57 -2.62 -0.1836
H 2.94 -3.54 -2.77 0.2217
H -3.47 -3.02 -0.85 0.2084
C 4.51 0.01 -2.28 -0.2182
H -0.05 2.09 6.77 0.2150
C -0.45 0.51 -1.21 -0.0835
S 0.78 1.32 1.92 2.1772
H -4.99 -2.11 -2.65 0.2012
C -0.47 0.99 0.68 -1.0266
H 5.42 -3.19 -2.99 0.2022
C -2.55 0.31 -2.68 -0.1802
H -2.26 1.22 -3.21 0.2135
C 2.59 -1.47 -2.34 -0.1236
H -2.53 1.89 6.47 0.2143
C 0.77 0.01 -1.86 -0.4173
O -2.40 -0.41 1.59 -0.9571
C 1.09 -1.41 -2.08 0.5410
O 1.48 0.05 1.99 -0.9559
O 1.46 2.56 1.74 -0.9200
S -2.01 0.98 1.57 2.1807
C 0.38 1.73 4.68 -0.2104
H -1.42 -1.82 -0.29 0.2183
C -2.40 1.49 4.34 -0.1741
H -3.48 1.39 4.20 0.2321
O 2.15 1.99 -1.62 -0.5888
C -4.06 -1.59 -2.40 -0.2195
H -4.37 0.01 -3.83 0.2038
C -1.87 1.76 5.61 -0.2096
C -3.71 -0.39 -3.05 -0.2321
H -0.52 1.59 -1.15 0.2860
C -0.47 1.88 5.78 -0.2059
C -0.17 1.48 3.42 -0.2124
H 4.89 1.02 -2.16 0.2236
C -2.07 -1.38 -1.04 -0.0703
C -1.53 1.37 3.25 -0.3238
C -1.72 -0.19 -1.68 -0.0964
O 0.39 -2.43 -2.02 -0.6063
H -0.24 -0.09 0.26 0.3469
C 2.01 0.79 -1.86 0.5226
C 5.32 -1.08 -2.57 -0.2173
C 4.78 -2.36 -2.74 -0.2218
C 3.13 -0.20 -2.18 -0.0183
```

Entry 2:
C3H7NO2 | ωB97M-V with the def2-TZVPD basis set

Structure (SMILES): CC(=O)NCO
HOMO-LUMO gap: 10.642 eV
Energy relative to the best compared isomer or geometry (same formula, charge and spin): 0.951 eV
HOMO energy: -9.9 eV
DFT total energy: -323.746009 a.u.

```
13
Properties=species:S:1:pos:R:3:nbo_charge:R:1
C 0.45 0.44 1.23 0.0903
C 0.15 -0.72 -0.98 0.6730
H 1.26 2.17 0.66 0.4665
H 1.83 -0.71 0.12 0.4134
H -1.70 0.22 -1.69 0.2442
H -1.74 -0.25 -0.02 0.2059
O 1.32 1.57 1.42 -0.7254
N 0.88 -0.37 0.13 -0.6415
C -1.33 -0.52 -1.00 -0.7225
H 0.55 -0.04 2.20 0.1755
H -0.55 0.81 1.06 0.1729
O 0.73 -1.14 -1.96 -0.6025
H -1.86 -1.46 -1.17 0.2503
```

Which formula does entry 2 have?
C3H7NO2

Which formula does entry 1 have?
C23H15O6S2

Repeat the first record exactly.
C23H15O6S2 | ωB97M-V with the def2-TZVPD basis set

HOMO-LUMO gap: 7.346 eV
HOMO energy: -4.7 eV
DFT total energy: -2133.186509 a.u.
Charge: -1

```
46
Properties=species:S:1:pos:R:3:nbo_charge:R:1
H 1.46 1.81 4.79 0.2338
O -2.91 2.00 1.13 -0.9367
H 6.39 -0.93 -2.68 0.2018
C -3.23 -2.09 -1.39 -0.2344
C 3.41 -2.57 -2.62 -0.1836
H 2.94 -3.54 -2.77 0.2217
H -3.47 -3.02 -0.85 0.2084
C 4.51 0.01 -2.28 -0.2182
H -0.05 2.09 6.77 0.2150
C -0.45 0.51 -1.21 -0.0835
S 0.78 1.32 1.92 2.1772
H -4.99 -2.11 -2.65 0.2012
C -0.47 0.99 0.68 -1.0266
H 5.42 -3.19 -2.99 0.2022
C -2.55 0.31 -2.68 -0.1802
H -2.26 1.22 -3.21 0.2135
C 2.59 -1.47 -2.34 -0.1236
H -2.53 1.89 6.47 0.2143
C 0.77 0.01 -1.86 -0.4173
O -2.40 -0.41 1.59 -0.9571
C 1.09 -1.41 -2.08 0.5410
O 1.48 0.05 1.99 -0.9559
O 1.46 2.56 1.74 -0.9200
S -2.01 0.98 1.57 2.1807
C 0.38 1.73 4.68 -0.2104
H -1.42 -1.82 -0.29 0.2183
C -2.40 1.49 4.34 -0.1741
H -3.48 1.39 4.20 0.2321
O 2.15 1.99 -1.62 -0.5888
C -4.06 -1.59 -2.40 -0.2195
H -4.37 0.01 -3.83 0.2038
C -1.87 1.76 5.61 -0.2096
C -3.71 -0.39 -3.05 -0.2321
H -0.52 1.59 -1.15 0.2860
C -0.47 1.88 5.78 -0.2059
C -0.17 1.48 3.42 -0.2124
H 4.89 1.02 -2.16 0.2236
C -2.07 -1.38 -1.04 -0.0703
C -1.53 1.37 3.25 -0.3238
C -1.72 -0.19 -1.68 -0.0964
O 0.39 -2.43 -2.02 -0.6063
H -0.24 -0.09 0.26 0.3469
C 2.01 0.79 -1.86 0.5226
C 5.32 -1.08 -2.57 -0.2173
C 4.78 -2.36 -2.74 -0.2218
C 3.13 -0.20 -2.18 -0.0183
```

Look up the HOMO-LUMO gap of the first one.
7.346 eV